(1)
Density functional theory data (ωB97M-V/def2-TZVPD) for C26H35ClHoN9O4S2 as an isolated structure at a distorted geometry.

Energy relative to the best compared isomer or geometry (same formula, charge and spin) ... 0.000 eV
Spin multiplicity ... 5
E_HOMO (alpha / beta) ... -7.1 / -7.1 eV
Kohn-Sham gap (alpha / beta) ... 7.61 / 7.61 eV
LUMO energy (alpha / beta) ... 0.017 / 0.017 Eh

CARTESIAN COORDINATES (ANGSTROEM)
Ho (0.4976, 0.1448, -0.0381)
C (-3.0809, 0.9790, 0.4529)
N (-3.0256, 0.0543, 1.5759)
C (-4.1184, -0.8306, 1.8629)
C (-3.7639, -1.2945, 3.2601)
N (-2.2958, -1.1707, 3.2732)
C (-1.5528, -2.3698, 3.6030)
C (-1.9473, -0.3326, 2.2491)
N (-0.7450, 0.0619, 1.9807)
C (0.2623, 0.0912, 3.0492)
C (1.1337, 1.3651, 2.9783)
N (1.8981, 1.3984, 1.7049)
C (3.1028, 1.8379, 1.5524)
N (4.0372, 2.3868, 2.3934)
C (3.9778, 2.4555, 3.8243)
C (5.3629, 2.1593, 1.8204)
C (5.0706, 2.2004, 0.3320)
N (3.6754, 1.7826, 0.2755)
C (2.9701, 2.2667, -0.8775)
H (-4.0677, 1.4116, 0.3990)
H (-2.8637, 0.4036, -0.4579)
H (-2.3592, 1.7786, 0.5706)
H (-4.1817, -1.6645, 1.1700)
H (-5.0527, -0.2619, 1.7964)
H (-4.0551, -2.3188, 3.4636)
H (-4.1419, -0.6573, 4.0800)
H (-1.8211, -2.6635, 4.6092)
H (-0.4672, -2.2185, 3.6057)
H (-1.7848, -3.1649, 2.8954)
H (0.9240, -0.7415, 2.8889)
H (-0.1581, 0.0709, 4.0634)
H (1.7514, 1.3532, 3.8808)
H (0.4752, 2.2291, 3.0561)
H (3.0731, 2.9844, 4.1695)
H (4.7996, 3.0730, 4.1730)
H (4.0695, 1.5187, 4.3339)
H (5.8271, 1.1961, 2.1244)
H (6.0415, 2.9679, 2.1443)
H (5.6794, 1.4961, -0.2291)
H (5.1622, 3.2010, -0.0914)
H (3.7478, 2.5702, -1.5791)
H (2.2595, 3.0899, -0.6398)
H (2.7115, 0.5599, -1.8113)
S (-0.9310, 4.3004, -2.0723)
C (-0.6287, 4.7704, -0.4698)
C (-0.2482, 3.6390, 0.2356)
C (-0.1992, 2.3799, -0.4175)
C (-0.5646, 2.6385, -1.7331)
C (-0.5321, 1.6068, -2.7731)
C (-0.6584, 1.9228, -4.1237)
C (-0.7706, 0.8805, -5.0773)
C (-0.6423, -0.4273, -4.5718)
C (-0.4138, -0.6454, -3.2379)
N (-0.4082, 0.3520, -2.3345)
H (-0.7049, 5.8074, -0.1695)
H (0.0113, 3.6955, 1.2876)
H (-0.6294, 2.9500, -4.4274)
H (-0.9549, 1.1017, -6.0957)
H (-0.6251, -1.3022, -5.2095)
H (-0.3178, -1.6507, -2.8737)
O (3.7800, -2.0670, -0.7743)
Cl (2.3714, -2.1795, -0.4639)
O (2.0632, -1.5516, 0.8280)
O (1.6648, -1.2781, -1.4097)
O (2.1676, 1.2810, -1.5082)
C (-1.5271, -4.2301, -4.6692)
C (-2.0595, -4.2742, -3.2476)
C (-3.0677, -5.1023, -2.8468)
C (-3.5029, -4.9319, -1.5428)
N (-3.0011, -4.0362, -0.7295)
C (-1.9347, -3.3106, -1.1546)
S (-1.2132, -2.2059, -0.0304)
N (-1.4522, -3.4354, -2.4188)
H (-2.0157, -5.0065, -5.2938)
H (-0.4605, -4.4697, -4.7106)
H (-1.7945, -3.3042, -5.1431)
H (-3.5287, -5.7741, -3.5457)
H (-4.2985, -5.5420, -1.1632)

(2)
Density functional theory data (ωB97M-V/def2-TZVPD) for C33H40FeN4P2 as an isolated structure at a distorted geometry.

Spin multiplicity ... 5
E_HOMO (alpha / beta) ... -5.9 / -7.9 eV
Kohn-Sham gap (alpha / beta) ... 5.94 / 7.94 eV
LUMO energy (alpha / beta) ... 0.001 / 0.002 Eh

CARTESIAN COORDINATES (ANGSTROEM)
Fe (0.0319, -0.7142, 3.2043)
C (-1.1344, 1.9916, 3.5402)
C (-1.3192, 0.8613, 2.7684)
C (-0.7904, 0.8214, 1.3442)
C (0.3831, -0.0330, 0.9018)
C (1.5368, -0.0085, 1.8712)
C (1.7723, 1.0576, 2.7466)
C (1.2472, 2.4648, 2.5728)
C (0.0189, 2.8935, 3.4499)
C (1.4612, -1.5759, 4.2802)
H (-1.8496, 2.2122, 4.3490)
H (-2.1487, 0.1846, 3.0251)
H (-0.4982, 1.8484, 1.0949)
H (-1.6642, 0.5420, 0.7303)
H (0.0924, -1.0588, 0.6367)
H (0.7499, 0.4232, -0.0245)
H (2.2410, -0.8398, 1.7757)
H (2.5541, 0.9347, 3.5065)
H (1.0630, 2.7315, 1.5082)
H (2.0612, 3.1526, 2.8609)
H (0.3491, 3.0739, 4.4877)
H (-0.3232, 3.8928, 3.1200)
H (1.6363, -0.9511, 5.1932)
H (2.3974, -1.6545, 3.7296)
H (1.1012, -2.5869, 4.5689)
P (1.8778, -1.0281, -2.1285)
P (-1.9153, -0.5148, -1.8804)
N (3.2134, 0.1358, -2.5941)
N (2.3635, -2.2678, -3.3763)
N (-2.0348, 1.2702, -2.2898)
N (-3.5155, -0.8730, -2.6289)
C (0.6301, -0.1788, -3.2397)
C (-0.7385, -0.9029, -3.2552)
C (4.1180, 0.5783, -1.6122)
C (5.1148, 1.3389, -2.2266)
C (4.8470, 1.3429, -3.6265)
C (3.6583, 0.6372, -3.8257)
C (2.5189, -3.6195, -3.0186)
C (2.9251, -4.3437, -4.1311)
C (3.0479, -3.4185, -5.2242)
C (2.6511, -2.1765, -4.7436)
C (-1.7678, 2.1560, -1.2449)
C (-1.7244, 3.4527, -1.6979)
C (-1.9687, 3.4059, -3.0940)
C (-2.0699, 2.0481, -3.4504)
C (-4.2102, -0.2077, -3.6638)
C (-5.1071, -1.0878, -4.2345)
C (-5.0132, -2.3181, -3.5118)
C (-4.0447, -2.1754, -2.5419)
H (1.0215, -0.1457, -4.2687)
H (0.5496, 0.8655, -2.8876)
H (-1.2448, -0.6223, -4.1923)
H (-0.5639, -1.9983, -3.2325)
H (3.9087, 0.3195, -0.5849)
H (5.9088, 1.8422, -1.7002)
H (5.4433, 1.8016, -4.4017)
H (3.1022, 0.4970, -4.7482)
H (2.3275, -3.9126, -2.0044)
H (3.1272, -5.4067, -4.1537)
H (3.4292, -3.6394, -6.2133)
H (2.5529, -1.2709, -5.2918)
H (-1.6479, 1.7602, -0.2607)
H (-1.5244, 4.2900, -1.0447)
H (-2.0781, 4.2633, -3.7339)
H (-2.2080, 1.6092, -4.4304)
H (-4.0566, 0.8380, -3.8638)
H (-5.7385, -0.8746, -5.0835)
H (-5.5883, -3.2092, -3.7167)
H (-3.6997, -2.8371, -1.7683)
C (-2.0017, -0.3837, 7.7693)
C (-2.4566, -1.3607, 6.8675)
C (-1.9284, -1.4262, 5.5518)
C (-0.9241, -0.5282, 5.1687)
C (-0.4376, 0.4098, 6.0758)
C (-0.9978, 0.5134, 7.3742)
H (-2.4095, -0.3492, 8.7941)
H (-3.2090, -2.0759, 7.2184)
H (-2.2534, -2.2110, 4.8597)
H (0.4082, 1.0636, 5.8196)
H (-0.6357, 1.2614, 8.0805)

(3)
Density functional theory data (ωB97M-V/def2-TZVPD) for one molecule with the formula C2H5N3O at a distorted geometry.

Energy relative to the best compared isomer or geometry (same formula, charge and spin) ... 1.330 eV
E_HOMO ... -9.1 eV
Kohn-Sham gap ... 9.74 eV
SMILES string ... [H]/N=C/N=C(\N)O
LUMO energy ... 0.022 Eh

CARTESIAN COORDINATES (ANGSTROEM)
N (-1.6888, 0.0199, -0.5314)
C (-0.8167, -0.5028, 0.3553)
O (-1.2658, -1.3696, 1.2570)
N (0.4516, -0.3247, 0.5472)
C (1.2889, 0.4912, -0.1479)
N (2.5205, 0.5467, 0.1656)
H (-2.6452, -0.2977, -0.5823)
H (-1.3394, 0.5980, -1.2769)
H (-0.3244, -1.4290, 1.6295)
H (0.8266, 1.0693, -0.9615)
H (2.9928, 1.1987, -0.4545)

(4)
Density functional theory data (ωB97M-V/def2-TZVPD) for one molecule with the formula C3H7NS at a distorted geometry.

Energy relative to the best compared isomer or geometry (same formula, charge and spin) ... 1.951 eV
E_HOMO ... -8.8 eV
Kohn-Sham gap ... 9.65 eV
SMILES string ... C=CN(C)S
LUMO energy ... 0.032 Eh

CARTESIAN COORDINATES (ANGSTROEM)
C (0.5791, 1.4985, -0.4190)
C (1.0115, 0.2443, -0.6055)
C (-1.2355, -0.5731, -0.1409)
N (0.2242, -0.8460, -0.3047)
S (0.8824, -1.7539, 0.9791)
H (1.1770, 2.3649, -0.3823)
H (-0.2977, 1.5250, 0.1885)
H (1.9666, 0.0072, -1.0859)
H (-1.5096, -0.1391, -1.0836)
H (-1.7588, -1.4968, 0.2288)
H (-1.2476, 0.1197, 0.6782)
H (0.2085, -0.9506, 1.9472)

(5)
Density functional theory data (ωB97M-V/def2-TZVPD) for a 9-piece molecular cluster, C29H42N2O21 overall at a distorted geometry.

Energy relative to the best compared isomer or geometry (same formula, charge and spin) ... 4.812 eV
E_HOMO ... -10.1 eV
Kohn-Sham gap ... 9.72 eV
SMILES string ... O=C1OCCO1.O=C1OCCO1.O=C1OCCO1.O=C1OCCO1.O=C1OCCO1.O=C1OCCO1.O=C1OCCO1.CCCC#N.CCCC#N
LUMO energy ... -0.015 Eh

CARTESIAN COORDINATES (ANGSTROEM)
C (5.6465, -1.8893, -0.3146)
C (4.9389, -2.6409, 0.8238)
O (3.8111, -1.8283, 1.1972)
C (3.9469, -0.5721, 0.6612)
O (3.1727, 0.3569, 0.6517)
O (5.0629, -0.5847, -0.0779)
H (5.4821, -2.3766, -1.2757)
H (6.7192, -1.7735, -0.1599)
H (5.6817, -2.6859, 1.6203)
H (4.6221, -3.6729, 0.6728)
C (1.2078, -3.1263, -0.1781)
C (1.9532, -2.5425, -1.2875)
O (1.3893, -3.1238, -2.4254)
C (0.1707, -3.5857, -2.0764)
O (-0.5503, -3.9954, -2.9460)
O (0.0430, -3.6055, -0.7657)
H (1.1647, -2.3114, 0.5446)
H (1.9005, -3.8906, 0.1743)
H (2.9965, -2.8386, -1.1777)
H (1.8697, -1.4572, -1.2308)
C (-5.3097, -0.2544, -3.2758)
C (-5.1214, -1.5662, -3.9676)
O (-6.2405, -2.2858, -3.7797)
C (-6.9368, -1.6454, -2.8087)
O (-7.8263, -2.1825, -2.1691)
O (-6.4053, -0.3725, -2.4764)
H (-5.4960, 0.6267, -3.8899)
H (-4.3345, -0.0302, -2.8436)
H (-4.3803, -2.2225, -3.5114)
H (-4.8157, -1.2963, -4.9784)
C (-6.4424, 2.7173, -0.7291)
C (-6.4787, 1.9140, 0.6138)
O (-7.0461, 2.8803, 1.4834)
C (-7.4482, 3.9749, 0.9419)
O (-8.0300, 4.8976, 1.5566)
O (-7.0084, 4.0304, -0.3255)
H (-7.1684, 2.2679, -1.4067)
H (-5.4622, 2.8471, -1.1880)
H (-5.4682, 1.8005, 1.0064)
H (-7.0469, 0.9882, 0.5242)
C (5.3863, 2.4814, -3.8834)
C (4.5864, 3.5573, -4.7568)
O (3.2166, 3.1427, -4.5945)
C (3.1254, 2.1670, -3.6152)
O (2.0933, 1.6878, -3.0911)
O (4.3238, 1.8746, -3.1388)
H (5.9628, 3.1133, -3.2078)
H (5.9746, 1.7542, -4.4431)
H (4.9640, 3.5453, -5.7792)
H (4.8875, 4.5309, -4.3701)
C (-3.6141, -2.1657, 0.2024)
C (-2.7513, -2.1047, 1.4077)
O (-2.3729, -3.4177, 1.7071)
C (-3.0971, -4.2209, 0.8904)
O (-2.9456, -5.4229, 0.9080)
O (-3.8347, -3.5153, 0.0902)
H (-3.0344, -1.6863, -0.5864)
H (-4.5366, -1.5894, 0.2722)
H (-3.1938, -1.8265, 2.3641)
H (-1.8390, -1.5349, 1.2313)
C (0.2014, 1.5378, -0.3446)
C (-0.4297, 1.1931, 0.9904)
O (-1.7870, 1.5596, 0.7181)
C (-2.0366, 1.7198, -0.5621)
O (-3.1189, 1.8552, -1.1449)
O (-0.7980, 1.9875, -1.2415)
H (0.7313, 0.6604, -0.7155)
H (0.9421, 2.3294, -0.2316)
H (-0.1801, 1.8671, 1.8099)
H (-0.2314, 0.1802, 1.3407)
C (3.4922, 4.4165, 3.0853)
C (4.6420, 4.1535, 2.0907)
C (4.0835, 3.6662, 0.6758)
C (3.5117, 4.7174, -0.0742)
N (3.0170, 5.6289, -0.5990)
H (3.9165, 4.9274, 3.9495)
H (2.8497, 3.5732, 3.3387)
H (2.7974, 5.1367, 2.6532)
H (5.2736, 3.3090, 2.3664)
H (5.1744, 5.1036, 2.1333)
H (3.3062, 2.9081, 0.7715)
H (4.9543, 3.2482, 0.1706)
C (0.8584, -4.4089, 4.1915)
C (1.5771, -3.0465, 4.1406)
C (0.7772, -1.8654, 3.7954)
C (-0.2153, -1.4895, 4.8162)
N (-1.0450, -1.1872, 5.6706)
H (-0.0260, -4.5016, 4.8218)
H (1.5064, -5.2268, 4.5064)
H (0.3469, -4.5068, 3.2339)
H (2.3900, -2.9509, 3.4208)
H (2.1255, -2.7029, 5.0176)
H (0.1790, -2.2030, 2.9490)
H (1.1501, -0.9041, 3.4421)

(6)
Density functional theory data (ωB97M-V/def2-TZVPD) for C16H18Br30NO5PS as an isolated structure at a distorted geometry.

E_HOMO ... -9.7 eV
Kohn-Sham gap ... 8.62 eV
LUMO energy ... -0.038 Eh

CARTESIAN COORDINATES (ANGSTROEM)
C (0.2756, -4.1758, -0.0765)
C (1.1869, -3.5057, -0.4851)
C (2.4912, -2.7672, -0.7414)
O (2.9113, -2.1698, 0.5157)
P (2.9447, -0.5413, 0.3828)
O (4.1433, -0.1904, -0.3995)
O (1.5671, 0.0135, -0.2529)
C (1.6490, 1.4204, -0.5851)
C (1.1791, 2.3035, 0.6214)
O (1.4029, 3.6798, 0.3462)
O (3.1449, -0.0152, 1.9636)
N (4.3020, 0.8280, 1.9616)
C (4.9231, 0.5635, 3.0071)
S (5.9645, 0.6032, 4.1811)
H (-0.3449, -4.9122, 0.4256)
H (2.3262, -1.9857, -1.5049)
H (3.2665, -3.4885, -1.0550)
H (2.6562, 1.7487, -0.9048)
H (0.9258, 1.6168, -1.4056)
H (1.6806, 1.9916, 1.5564)
H (0.0797, 2.1244, 0.7149)
H (1.1333, 3.8580, -0.5687)
C (5.9609, 4.3227, 6.8209)
Br (4.0720, 4.2408, 6.4290)
Br (6.6343, 2.6290, 7.4617)
Br (6.9769, 4.9682, 5.3114)
H (6.0894, 5.0395, 7.6223)
C (-1.5731, 5.3313, 0.3088)
Br (-2.7493, 3.8955, -0.2246)
Br (-0.8770, 6.2911, -1.2151)
Br (-2.4149, 6.5172, 1.5804)
H (-0.7234, 4.8775, 0.8104)
C (-2.2678, -2.0189, -3.1484)
Br (-0.6259, -2.4554, -2.2089)
Br (-3.0473, -0.3706, -2.5030)
Br (-2.0184, -1.9905, -5.0671)
H (-2.9734, -2.8060, -2.9350)
C (-5.0738, -5.1743, -0.7515)
Br (-5.1935, -6.9885, -1.3984)
Br (-5.5846, -5.0399, 1.1047)
Br (-3.3257, -4.4133, -1.0723)
H (-5.7849, -4.5865, -1.3201)
C (1.0815, 6.1769, 3.4039)
Br (1.7732, 7.1101, 4.9441)
Br (1.8104, 6.8703, 1.7569)
Br (1.3267, 4.2685, 3.5381)
H (0.0120, 6.3523, 3.3794)
C (-8.1164, -10.1273, -1.9900)
Br (-6.4218, -10.4750, -1.1268)
Br (-8.9404, -8.5107, -1.3283)
Br (-7.9527, -10.1127, -3.9137)
H (-8.7756, -10.9473, -1.7339)
C (7.5800, 1.7141, -0.8173)
Br (9.2925, 1.4554, 0.0391)
Br (6.6551, 3.2540, -0.1149)
Br (7.7448, 1.7935, -2.7398)
H (6.9714, 0.8468, -0.5849)
C (-0.6837, 6.7728, 8.8125)
Br (-1.4529, 5.8940, 7.2736)
Br (1.2344, 6.5609, 8.8711)
Br (-1.2015, 8.6303, 8.9105)
H (-1.0850, 6.2835, 9.6913)
C (-7.9170, -6.0385, -6.0821)
Br (-9.7729, -6.5737, -6.0913)
Br (-7.0470, -6.5126, -4.4249)
Br (-6.9639, -6.7306, -7.6123)
H (-7.8966, -4.9583, -6.1561)
C (0.7652, -0.5208, -7.7744)
Br (-0.5351, -1.7336, -8.5346)
Br (1.8001, 0.3647, -9.1428)
Br (-0.0491, 0.7441, -6.5623)
H (1.4546, -1.1201, -7.1923)

(7)
Density functional theory data (ωB97M-V/def2-TZVPD) for C11H26AsCl3FNO4PSi as an isolated structure.

Energy relative to the best compared isomer or geometry (same formula, charge and spin) ... 0.000 eV
Net charge ... -1
E_HOMO ... -4.1 eV
Kohn-Sham gap ... 6.69 eV
LUMO energy ... 0.094 Eh

CARTESIAN COORDINATES (ANGSTROEM)
C (-1.4107, -4.0905, -0.0551)
N (-0.8928, -3.7564, -1.3681)
C (-1.9256, -3.4342, -2.3508)
C (0.2294, -2.8520, -1.3617)
O (1.1247, -3.0551, -2.1587)
C (0.2927, -1.7061, -0.3972)
As (-0.7480, 0.0418, -0.8696)
O (-0.0401, -0.1554, -2.6117)
C (0.9585, 1.1437, -0.3572)
C (1.9167, 1.3242, -1.4453)
O (1.9708, 2.1892, -2.2684)
F (2.9042, 0.3756, -1.4367)
P (-1.5488, 2.1510, -1.8177)
O (-1.6739, 3.0780, -0.4325)
Cl (-3.5911, 1.6635, -2.2144)
Si (-1.7680, 0.3487, 1.2823)
C (-0.6925, 1.3511, 2.4763)
C (-2.1901, -1.2629, 2.1813)
C (-3.4241, 1.2481, 1.2154)
H (-0.6161, -4.5293, 0.5499)
H (-1.8330, -3.2458, 0.4868)
H (-2.1806, -4.8547, -0.1769)
H (-2.1376, -4.3037, -2.9803)
H (-2.8510, -3.1097, -1.8717)
H (-1.5817, -2.6404, -3.0137)
H (1.3433, -1.4174, -0.4315)
H (0.0722, -2.0205, 0.6232)
H (-2.0435, -0.7215, -1.3593)
H (-0.7905, -0.2286, -3.2142)
H (0.6847, 2.1485, -0.0425)
H (1.4328, 0.6462, 0.4863)
H (-1.7700, 3.9883, -0.7369)
H (-1.1375, 1.3104, 3.4749)
H (0.3341, 0.9949, 2.5439)
H (-0.7097, 2.3931, 2.1548)
H (-2.7527, -0.9562, 3.0686)
H (-1.3100, -1.8020, 2.5296)
H (-2.8411, -1.9088, 1.5974)
H (-4.0445, 0.9221, 0.3848)
H (-3.3031, 2.3264, 1.2044)
H (-3.9539, 0.9808, 2.1374)
Cl (6.4476, 4.2387, 1.6836)
C (6.0204, 2.6052, 1.0972)
C (4.6930, 2.5731, 0.3888)
Cl (3.3260, 2.8558, 1.4957)
H (6.0251, 1.9392, 1.9555)
H (6.8062, 2.3023, 0.4080)
H (4.5408, 1.5910, -0.0558)
H (4.6388, 3.3206, -0.3979)

(8)
Density functional theory data (ωB97M-V/def2-TZVPD) for a 2-piece molecular cluster, C4H13N overall at a distorted geometry.

Energy relative to the best compared isomer or geometry (same formula, charge and spin) ... 0.153 eV
E_HOMO ... -9.3 eV
Kohn-Sham gap ... 10.46 eV
SMILES string ... CCN.CC
LUMO energy ... 0.044 Eh

CARTESIAN COORDINATES (ANGSTROEM)
C (-2.3310, -1.1124, -5.8205)
C (-1.1661, -1.2476, -4.8194)
H (-3.2746, -1.0533, -5.2714)
H (-2.4042, -1.9712, -6.4829)
H (-2.2258, -0.2187, -6.4270)
H (-1.5665, -1.7347, -3.9306)
H (-0.2827, -1.7549, -5.2086)
H (-0.9152, -0.2573, -4.4368)
C (0.3156, 1.2643, 2.9634)
C (0.9756, 0.3826, 4.0013)
N (2.4087, 0.6687, 4.1422)
H (0.2795, 2.3291, 3.2253)
H (0.9632, 1.2033, 2.0838)
H (-0.6506, 0.9369, 2.5987)
H (0.5125, 0.3803, 4.9938)
H (0.8719, -0.6589, 3.6628)
H (2.5937, 1.0359, 5.0689)
H (2.6731, 1.4319, 3.5281)

The following molar mass values (in g mol⁻¹) correspond, in order, to the records above: 802.1 610.5 87.1 89.2 754.6 2764.5 495.7 75.2.